Entry 1:
ORCA calculation (ωB97M-V with the def2-TZVPD basis set) on C33H71BN2P2PdSbSi3 as an isolated structure.

Each line ends with the Löwdin charge.
CARTESIAN COORDINATES (ANGSTROEM)
Pd 0.87199 -0.97614 0.82147  0.5741
C 0.43103 1.06318 5.57243  -0.0612
C 1.27217 0.44078 4.44773  -0.6593
C 2.03276 1.57467 3.75369  -0.0688
C 2.24617 -0.57265 5.05529  -0.0774
P 0.24184 -0.38419 3.11816  1.1219
C -1.06283 0.89662 2.66943  -0.2356
N -0.58332 1.62748 1.49816  -0.0205
B 0.30657 0.94237 0.59173  -0.6924
N 1.22706 1.90331 0.07187  -0.0184
C 2.53599 1.58200 -0.47093  -0.2320
P 2.87478 -0.24170 -0.23523  1.0995
C 4.61519 -0.37731 0.44199  -0.6804
C 5.04434 -1.84748 0.41517  -0.0783
C 5.62948 0.49438 -0.31100  -0.0598
C 4.57329 0.10406 1.89133  -0.0986
C 2.72268 -1.02685 -1.93769  -0.6792
C 1.46372 -0.45630 -2.61923  -0.1127
C 2.49792 -2.53269 -1.73995  -0.0910
C 3.91769 -0.77272 -2.85546  -0.0670
C 0.89690 3.14969 0.63282  -0.1781
C 1.47712 4.39409 0.45684  0.0071
C 0.96302 5.46482 1.17923  -0.0563
C -0.11474 5.29855 2.04613  -0.0610
C -0.71060 4.05381 2.21448  -0.0434
C -0.19064 2.98057 1.51035  -0.2424
C -0.62223 -1.93451 3.72424  -0.6917
C 0.43539 -3.04301 3.84014  -0.0861
C -1.60612 -2.36683 2.62992  -0.1243
C -1.37402 -1.77654 5.04575  -0.0670
H 1.12343 1.41132 6.34186  0.1075
H -0.12362 1.93924 5.23580  0.0776
H -0.25677 0.36989 6.04778  0.0659
H 2.74645 2.00216 4.46116  0.1132
H 2.58293 1.22762 2.88218  0.0372
H 1.36637 2.37874 3.44650  0.0781
H 2.99428 -0.03161 5.63731  0.1041
H 1.73904 -1.25224 5.73954  0.0792
H 2.77180 -1.16411 4.30528  0.0711
H -1.99844 0.37896 2.44815  0.0630
H -1.25302 1.57177 3.50211  0.0891
H 2.61727 1.82516 -1.53372  0.0989
H 3.30778 2.15761 0.04455  0.0964
H 5.26744 -2.19370 -0.59281  0.0742
H 5.95836 -1.95405 1.00154  0.1030
H 4.29102 -2.50272 0.85978  0.0831
H 5.73134 0.24311 -1.36109  0.0647
H 5.39818 1.55714 -0.22605  0.0837
H 6.60579 0.34513 0.15487  0.1063
H 3.87455 -0.47885 2.49024  0.0559
H 5.56948 -0.00708 2.32318  0.1087
H 4.31582 1.16157 1.95461  0.0740
H 0.58001 -0.61422 -1.99718  0.0239
H 1.55503 0.60441 -2.85271  0.0774
H 1.32172 -0.98844 -3.56257  0.0993
H 1.62276 -2.71958 -1.10262  0.0561
H 2.30265 -3.00023 -2.70712  0.1003
H 3.35313 -3.03647 -1.29802  0.0704
H 4.14638 0.28963 -2.94884  0.0894
H 4.81135 -1.30179 -2.53179  0.0772
H 3.66714 -1.14225 -3.85255  0.1025
H 2.31211 4.53430 -0.21806  0.1207
H 1.40800 6.44363 1.06595  0.1166
H -0.49181 6.14902 2.59711  0.1156
H -1.54626 3.92862 2.89324  0.1217
H 0.96964 -3.18686 2.89611  0.0715
H 1.16840 -2.84535 4.61639  0.0641
H -0.05974 -3.98342 4.08933  0.1021
H -1.10816 -2.38894 1.65444  0.0334
H -1.96039 -3.37502 2.85420  0.1014
H -2.47724 -1.71208 2.56483  0.0671
H -0.69811 -1.64805 5.88845  0.0784
H -2.07593 -0.94062 5.02610  0.0884
H -1.94423 -2.68996 5.23059  0.1010
C -6.80922 -1.34593 0.87218  -0.1697
Si -6.55392 0.29641 0.09599  0.6260
C -6.15731 1.72551 1.17975  -0.1903
C -7.36116 0.62220 -1.51633  -0.1617
Sb -3.56012 0.12198 -0.80424  1.0903
Si -3.59191 -2.30193 -2.00609  0.3685
C -3.48306 -3.49480 -0.59408  -0.2029
C -2.04381 -2.12184 -3.01058  -0.2110
C -5.14250 -2.35495 -3.01328  -0.2012
Si -2.92817 2.62838 -1.74235  0.4107
C -1.26960 2.20642 -2.45094  -0.1952
C -2.89725 3.77707 -0.30553  -0.1762
C -4.29500 2.92300 -2.95449  -0.2049
H -7.88565 -1.41633 1.08197  0.0726
H -6.27804 -1.46806 1.81475  0.0533
H -6.57661 -2.17159 0.19797  0.0330
H -7.10719 2.01176 1.65591  0.0735
H -5.81031 2.59358 0.62107  0.0290
H -5.46418 1.48470 1.98489  0.0488
H -8.41565 0.82760 -1.28000  0.0753
H -7.35052 -0.23499 -2.18849  0.0423
H -6.97001 1.50348 -2.02261  0.0337
H -2.51548 -3.42099 -0.09582  0.0226
H -3.58094 -4.51629 -0.97364  0.0613
H -4.27056 -3.34551 0.14565  0.0280
H -1.16600 -1.86807 -2.41597  0.0063
H -2.16971 -1.38975 -3.81026  0.0471
H -1.84475 -3.08774 -3.48868  0.0635
H -6.04980 -2.47405 -2.42069  0.0304
H -5.07161 -3.22896 -3.66956  0.0625
H -5.23876 -1.47790 -3.65497  0.0424
H -0.52859 2.10116 -1.65321  0.0126
H -0.96401 3.04120 -3.09153  0.0674
H -1.26690 1.30425 -3.06405  0.0317
H -2.25752 3.40817 0.49390  0.0039
H -3.89268 3.99611 0.08051  0.0383
H -2.47191 4.72333 -0.65836  0.0725
H -4.41720 2.11892 -3.68072  0.0421
H -4.04071 3.82811 -3.51785  0.0626
H -5.24618 3.11668 -2.45738  0.0276

Output
Frontier orbital gap (alpha / beta) = 0.1933 / 0.1312 Ha
Multiplicity = 5
LUMO level (alpha / beta) = -8.0 / -11.1 eV
ΔE to the lowest compared entry with this formula, charge and spin = 0.000 eV
Highest occupied orbital energy (alpha / beta) = -13.29 / -14.69 eV
Total charge = +3

Entry 2:
ORCA calculation (ωB97M-V with the def2-TZVPD basis set) on C35H47BaCl2N5O2SSi as an isolated structure in a non-equilibrium geometry.

Each line ends with the Löwdin charge.
CARTESIAN COORDINATES (ANGSTROEM)
Ba 0.86012 -0.78934 -0.84668  1.8272
C 0.09460 -3.43347 -4.00086  -0.2057
C -0.97920 -3.54264 -2.90604  -0.1984
N -1.45243 -2.23794 -2.45720  -0.1396
C -2.47036 -1.57550 -3.25788  -0.2732
C -2.02590 -1.03361 -4.61937  -0.4536
S -0.59366 0.09183 -4.64887  0.8784
C 0.59756 -0.84571 -5.64598  -0.4726
C 1.60964 -1.68819 -4.85013  -0.2864
N 1.00494 -2.34078 -3.70752  -0.1357
H 0.60780 -4.39703 -4.09265  0.1139
H -0.37865 -3.24792 -4.96523  0.0964
H -1.79401 -4.18453 -3.26576  0.1148
H -0.53746 -4.03849 -2.03691  0.1156
H -1.81150 -2.32347 -1.51449  0.0194
H -3.32697 -2.23922 -3.45072  0.1147
H -2.83943 -0.73582 -2.66546  0.1042
H -1.82751 -1.83856 -5.32575  0.0591
H -2.86372 -0.46717 -5.02233  0.0671
H 0.03980 -1.45014 -6.36281  0.0662
H 1.13780 -0.09741 -6.22735  0.0652
H 2.08782 -2.39281 -5.54643  0.1134
H 2.39800 -1.03008 -4.47888  0.1146
H 1.71826 -2.65472 -3.06267  0.0073
Cl 6.87182 -5.58553 1.19415  0.6506
C 5.55512 -4.65765 0.52774  -0.6692
C 5.25213 -4.77369 -0.83361  -0.1192
C 4.23030 -4.04155 -1.38173  -0.5538
Cl 3.89642 -4.20946 -3.08398  0.7228
C 3.43571 -3.13656 -0.61671  -0.3812
O 2.49519 -2.41388 -1.14063  -0.4676
C 3.75209 -3.08811 0.76744  -0.1254
C 2.95364 -2.31841 1.70931  -0.1987
O 1.91675 -1.70303 1.48203  -0.1501
C 4.81210 -3.82877 1.31440  -0.0725
H 5.82771 -5.44494 -1.45842  0.1079
H 3.34631 -2.32712 2.74171  0.1282
H 5.02744 -3.74487 2.37679  0.1161
C -0.62200 1.52954 -1.27946  -0.4916
Si -0.78509 2.63451 0.11451  0.4996
C 0.91475 2.84460 0.94038  -0.2348
N 1.55774 1.55352 1.31517  -0.2307
C 3.01939 1.59402 1.21821  -0.2238
C 3.67839 2.50905 2.25320  -0.1685
C 3.00662 2.34026 3.63393  -0.1826
C 2.20302 1.04171 3.69652  -0.1803
C 1.09812 1.05379 2.64049  -0.1934
C -2.06365 2.07392 1.39171  -0.2424
C -3.03228 1.12064 1.06286  -0.0970
C -4.07409 0.81232 1.93516  -0.1052
C -4.15629 1.43973 3.17230  -0.1102
C -3.19187 2.37786 3.53418  -0.0908
C -2.16743 2.69309 2.64702  -0.1203
C -1.30653 4.42106 -0.28317  -0.2237
C -2.45745 5.04312 0.21647  -0.0936
C -2.79812 6.34509 -0.14548  -0.0987
C -1.98841 7.06130 -1.01665  -0.1088
C -0.84225 6.46589 -1.53240  -0.1008
C -0.51387 5.16534 -1.17013  -0.1080
H -0.17887 2.07426 -2.13585  -0.0493
H -1.60114 1.13374 -1.62369  -0.0584
H 0.88475 3.55061 1.78851  0.0864
H 1.53626 3.32961 0.17326  0.0847
H 3.28999 1.91388 0.20991  0.1159
H 3.40100 0.57436 1.33776  0.0997
H 3.60753 3.54750 1.92493  0.1028
H 4.74386 2.26729 2.30506  0.1070
H 2.32330 3.17536 3.81802  0.1058
H 3.75302 2.36706 4.42885  0.1027
H 1.74349 0.92053 4.67954  0.1117
H 2.86553 0.17993 3.55087  0.0992
H 0.29775 1.70509 2.98879  0.0945
H 0.67192 0.05221 2.54942  0.0876
H -2.98740 0.63465 0.09187  0.0819
H -4.83542 0.09654 1.63804  0.0936
H -4.97417 1.21322 3.84861  0.0957
H -3.25523 2.87958 4.49352  0.0986
H -1.45007 3.46374 2.92570  0.1063
H -3.11141 4.50176 0.89555  0.0894
H -3.69927 6.80037 0.25485  0.0965
H -2.24889 8.07676 -1.29577  0.0952
H -0.20961 7.01393 -2.22255  0.0961
H 0.37707 4.71087 -1.60309  0.0950
C -4.38516 -3.08669 2.58781  -0.0354
N -2.99342 -2.64128 2.66661  -0.1914
C -2.45539 -2.25546 3.97311  -0.0226
C -2.32366 -2.35275 1.55950  -0.2623
N -1.73563 -2.09595 0.59200  0.1497
H -4.53142 -3.94329 3.24329  0.0875
H -4.61907 -3.37998 1.56951  0.0933
H -5.06633 -2.28896 2.89236  0.0837
H -2.60816 -3.07508 4.67472  0.0889
H -2.94247 -1.35883 4.34944  0.0831
H -1.39029 -2.05865 3.88423  0.0922

Output
Frontier orbital gap = 0.2226 Ha
Multiplicity = 1
LUMO level = -0.2 eV
ΔE to the lowest compared entry with this formula, charge and spin = 1.455 eV
Highest occupied orbital energy = -6.24 eV

Entry 3:
ORCA calculation (ωB97M-V with the def2-TZVPD basis set) on a 2-piece molecular cluster, H5N2P overall in a non-equilibrium geometry.

Each line ends with the Löwdin charge.
CARTESIAN COORDINATES (ANGSTROEM)
N 1.58219 -0.32596 -0.05670  -0.0584
N 0.75225 0.52363 -0.66018  -0.0660
P -2.41869 0.35229 -0.18254  0.5023
H 1.49379 -1.22549 -0.31421  0.0299
H 1.99182 -0.13220 0.84896  0.0959
H 1.00348 1.48358 -0.53350  0.0103
H -2.37799 0.27522 1.31916  -0.2186
H -2.02684 -0.95107 -0.42098  -0.2955

Output
Frontier orbital gap (alpha / beta) = 0.2717 / 0.3363 Ha
Multiplicity = 1
LUMO level (alpha / beta) = -0.6 / 0.9 eV
ΔE to the lowest compared entry with this formula, charge and spin = 3.909 eV
Highest occupied orbital energy (alpha / beta) = -7.99 / -8.26 eV

Entry 4:
ORCA calculation (ωB97M-V with the def2-TZVPD basis set) on C31H17F4IN7O3Ta as an isolated structure in a non-equilibrium geometry.

Each line ends with the Löwdin charge.
CARTESIAN COORDINATES (ANGSTROEM)
Ta 0.82538 -0.95650 -0.39875  1.7845
C -1.60037 0.94633 -1.58361  0.0444
O -0.77207 -0.27995 -1.56478  -0.3015
C -1.14969 -1.30365 -2.51665  -0.2017
C -1.70955 -1.05712 -3.75020  0.0279
C -2.02913 -2.18326 -4.49931  -0.0052
C -1.79205 -3.46464 -4.00881  -0.0118
C -1.22576 -3.66914 -2.75745  0.0239
C -0.89362 -2.55614 -2.00557  -0.2206
N -0.33763 -2.53249 -0.68379  -0.1587
N -0.89870 -3.43878 0.11187  0.1845
C -0.84273 -3.40162 1.41989  -0.1059
C -0.13021 -2.35854 2.11625  -0.2021
O 0.72337 -1.68925 1.28532  -0.3031
C -0.21416 -2.12723 3.45155  0.0647
C -1.01955 -3.02668 4.19422  0.1174
C -1.68735 -4.11149 3.63264  -0.1364
C -2.44078 -4.98727 4.46075  0.0525
C -3.09878 -6.05193 3.90744  0.0088
C -3.02930 -6.26334 2.52159  0.0421
C -2.30566 -5.42365 1.68017  0.0272
C -1.62483 -4.34787 2.21919  -0.0618
H -2.63775 0.64217 -1.47972  0.1318
H -1.40137 1.49939 -2.49575  0.1162
H -1.30206 1.54270 -0.73043  0.0684
H -1.91043 -0.06469 -4.12679  0.1352
H -2.47547 -2.05540 -5.47602  0.1372
H -2.05909 -4.31985 -4.61491  0.1344
H -1.05387 -4.66518 -2.37223  0.1311
H 0.32315 -1.32761 3.94144  0.1436
H -1.09635 -2.87375 5.26545  0.1541
H -2.48241 -4.80106 5.52666  0.1436
H -3.67090 -6.72842 4.52730  0.1389
H -3.55430 -7.10829 2.09352  0.1396
H -2.27178 -5.61792 0.61769  0.1271
F -0.48122 3.88405 -0.55252  0.1220
C 0.20393 4.89947 -0.01006  -0.1199
C -0.30969 6.16316 -0.05165  -0.1063
F -1.46688 6.35677 -0.62334  0.1990
C 0.41286 7.26557 0.52152  0.0195
C 1.67544 6.94682 1.12558  -0.0931
C 2.16273 5.66086 1.15119  -0.1256
F 3.32544 5.42887 1.72560  0.1782
C 1.44287 4.60211 0.58037  0.0270
C 1.94491 3.24574 0.59115  -0.0966
C 1.34118 2.14424 0.09632  -0.0790
N 1.01067 1.05518 -0.25502  -0.0261
C 3.22001 2.83638 1.11049  -0.1847
N 4.24219 2.39523 1.39752  0.2070
F 2.38682 7.88679 1.67056  0.2210
C -0.07959 8.56984 0.49523  -0.0143
C -1.32916 8.91261 -0.08477  -0.0875
N -2.33367 9.19853 -0.57107  0.3279
C 0.61777 9.67810 1.03824  -0.0846
N 1.16995 10.61136 1.42959  0.3398
N 3.45214 -2.50251 -3.35874  0.3015
C 3.20312 -1.98013 -2.20147  -0.4774
O 1.98002 -1.71387 -1.88353  -0.1961
C 4.34892 -1.64120 -1.29368  -0.4509
I 3.67350 -0.96150 0.58248  1.2788
H 2.70103 -2.71830 -4.00716  0.1752
H 4.39794 -2.72282 -3.65378  0.1784
H 4.93437 -0.83711 -1.74316  0.0994
H 4.99819 -2.50213 -1.13408  0.0971

Output
Frontier orbital gap = 0.2036 Ha
Multiplicity = 1
LUMO level = -13.1 eV
ΔE to the lowest compared entry with this formula, charge and spin = 0.674 eV
Highest occupied orbital energy = -18.65 eV
Total charge = +4

Entry 5:
ORCA calculation (ωB97M-V with the def2-TZVPD basis set) on C4H7NS as an isolated structure in a non-equilibrium geometry.

Each line ends with the Löwdin charge.
CARTESIAN COORDINATES (ANGSTROEM)
C 0.09285 -0.26854 -0.53585  -0.2675
C 0.72182 -0.60805 0.62853  -0.6253
C 2.13146 -0.39207 1.16694  -0.1357
C -2.38172 0.16945 -0.72140  -0.1177
N -1.23535 -0.64398 -0.30279  -0.3380
S -0.75567 -0.84248 1.57248  0.8870
H 0.48491 -0.09889 -1.56719  0.1275
H 2.81063 0.00205 0.38317  0.0642
H 2.24291 0.21476 2.16265  0.0947
H 2.58356 -1.48326 1.43218  0.1064
H -1.90287 1.12525 -0.87815  0.0723
H -2.96487 -0.10105 -1.63911  0.0961
H -3.00949 0.23363 0.08897  0.0361

Output
Frontier orbital gap = 0.2956 Ha
Multiplicity = 1
LUMO level = 0.2 eV
ΔE to the lowest compared entry with this formula, charge and spin = 3.217 eV
Highest occupied orbital energy = -7.87 eV

- What is the formula in the third record?
  H5N2P

- Among the records above, which one has the highest multiplicity?
  C33H71BN2P2PdSbSi3

Copy entry 3 word for word.
ORCA calculation (ωB97M-V with the def2-TZVPD basis set) on a 2-piece molecular cluster, H5N2P overall in a non-equilibrium geometry.

Each line ends with the Löwdin charge.
CARTESIAN COORDINATES (ANGSTROEM)
N 1.58219 -0.32596 -0.05670  -0.0584
N 0.75225 0.52363 -0.66018  -0.0660
P -2.41869 0.35229 -0.18254  0.5023
H 1.49379 -1.22549 -0.31421  0.0299
H 1.99182 -0.13220 0.84896  0.0959
H 1.00348 1.48358 -0.53350  0.0103
H -2.37799 0.27522 1.31916  -0.2186
H -2.02684 -0.95107 -0.42098  -0.2955

Output
Frontier orbital gap (alpha / beta) = 0.2717 / 0.3363 Ha
Multiplicity = 1
LUMO level (alpha / beta) = -0.6 / 0.9 eV
ΔE to the lowest compared entry with this formula, charge and spin = 3.909 eV
Highest occupied orbital energy (alpha / beta) = -7.99 / -8.26 eV